Record 1
The following is a DFT calculation (ωB97M-V with the def2-TZVPD basis set) of a cluster of 2 separate species, C8H10O2 in total.

Structure (SMILES): c1ccccc1.CC(=O)O
LUMO level: 0.43 eV
Energy above the lowest of the compared OMol25 structures with the same formula, charge and spin: 40.57 kcal per mole
Total energy: -12551.9020 eV
Kohn-Sham gap: 9.7 eV

Structure (XYZ):
```
20
Properties=species:S:1:pos:R:3:nbo_charge:R:1
C 3.59363 0.15428 -0.06401 0.781
C 4.48061 -0.88815 0.64723 -0.741
C -2.43169 1.32006 0.27440 -0.225
C -1.39049 0.40936 0.07567 -0.208
C -1.74550 -0.95330 -0.16943 -0.216
C -3.05565 -1.31030 -0.17867 -0.217
C -4.13738 -0.39701 -0.03813 -0.213
C -3.77765 0.94232 0.20338 -0.216
H 2.11384 0.11429 -1.34516 0.515
H 5.58880 -0.59388 0.52321 0.250
H 4.45341 -1.18601 1.85338 0.256
H 4.24778 -1.80970 0.16948 0.230
H -2.14544 2.31572 0.71806 0.218
H -0.35426 0.70555 0.01351 0.217
H -1.03523 -1.73519 -0.26677 0.212
H -3.29878 -2.40521 -0.36818 0.208
H -5.19190 -0.76653 -0.02838 0.223
H -4.58189 1.66028 0.43559 0.216
O 3.98209 1.30946 -0.39910 -0.600
O 2.39146 -0.30483 -0.37681 -0.691
```



Record 2
The following is a DFT calculation (ωB97M-V with the def2-TZVPD basis set) of the molecule CH4NOP.

LUMO level (spin up / spin down): 0.84 / -3.09 eV
Energy above the lowest of the compared OMol25 structures with the same formula, charge and spin: 75.19 kcal per mole
Total energy: -13921.2818 eV
Multiplicity: 3
Kohn-Sham gap (spin up / spin down): 6.9 / 6.9 eV

Structure (XYZ):
```
8
Properties=species:S:1:pos:R:3:nbo_charge:R:1
C -1.66722 -0.29882 -0.20284 -0.099
N -0.44062 -0.44414 -0.05651 -0.046
O 0.38657 0.24744 -0.81618 -0.356
P 2.22719 -0.09416 -0.13559 0.174
H -2.18846 -0.86964 0.55947 0.202
H -2.04153 0.50723 -0.73544 0.188
H 1.50261 -0.41125 1.08571 -0.040
H 2.22146 1.36335 0.30137 -0.023
```



Record 3
The following is a DFT calculation (ωB97M-V with the def2-TZVPD basis set) of a cluster of 2 separate species, C2H6N2O in total.

LUMO level (spin up / spin down): -1.82 / -1.82 eV
Energy above the lowest of the compared OMol25 structures with the same formula, charge and spin: 142.13 kcal per mole
Total energy: -7193.6241 eV
Kohn-Sham gap (spin up / spin down): 7.4 / 7.4 eV

Structure (XYZ):
```
11
Properties=species:S:1:pos:R:3:nbo_charge:R:1
C 1.35282 1.23237 -0.13055 -0.477
N -1.71518 -0.60184 -0.45276 -0.512
N 0.39687 0.14648 -0.06405 -0.542
C -1.38920 -1.51020 0.45598 0.476
O -1.86264 -2.49470 0.96764 -0.532
H -1.99910 0.31955 -0.13857 0.395
H 0.59708 -0.47605 -0.85240 0.340
H -0.23769 -1.17420 0.68965 0.223
H 2.38456 0.85628 -0.05861 0.217
H 1.17858 1.94256 0.67732 0.199
H 1.29391 1.75973 -1.09364 0.214
```



Record 4
The following is a DFT calculation (ωB97M-V with the def2-TZVPD basis set) of a cluster of 3 separate species, C18H46F2N9O4P2 in total.

Net charge: -1
LUMO level: 0.49 eV
Total energy: -65014.1610 eV
Kohn-Sham gap: 3.8 eV

Structure (XYZ):
```
81
Properties=species:S:1:pos:R:3:mulliken_charge:R:1
N 1.54070 2.92819 -2.06597 -0.503
C 3.00418 2.88279 -2.44572 -0.577
C 3.93084 1.99876 -1.37048 -0.363
C 3.37938 2.44833 0.13190 0.246
C 4.42983 2.11906 1.34842 -0.483
N 5.10931 3.34025 1.94535 -0.884
N 5.56642 4.21052 0.96758 0.606
C 7.07992 4.35690 0.98063 0.400
O 7.82495 4.32102 2.10920 -0.487
F 7.73787 4.60120 -0.34966 -0.272
C 4.89889 5.56827 1.03026 0.404
O 3.74623 5.85744 1.64415 -0.516
F 5.59560 6.69740 0.31345 -0.307
H 1.21131 2.05793 -1.59396 0.180
H 1.27663 3.79633 -1.55133 0.274
H 3.08032 2.29045 -3.47375 0.240
H 3.47324 3.95125 -2.53450 0.299
H 3.70401 0.85263 -1.61159 0.207
H 5.08183 2.19868 -1.52058 0.227
H 2.39054 1.80162 0.30155 -0.135
H 3.01750 3.57569 0.12150 0.030
H 3.78669 1.62802 2.22565 0.223
H 5.19484 1.26681 1.01850 0.201
O -1.42295 2.54323 -0.12516 -0.876
P -2.67808 2.53486 0.78156 0.917
N -2.06323 3.77159 1.79349 0.231
C -0.92260 3.58896 2.66887 -1.134
C -1.92966 5.05632 1.09917 -1.082
N -2.40566 0.96323 1.37607 0.315
C -1.81939 0.62838 2.65602 -1.087
C -2.02191 -0.03868 0.38006 -1.327
N -4.12094 2.52525 1.82389 0.015
C -4.44337 3.40736 2.92827 -0.882
C -5.17491 1.56378 1.53386 -1.113
H -0.63499 4.52714 3.15899 0.391
H -0.05212 3.21275 2.12476 0.308
H -1.15458 2.91948 3.49702 0.292
H -2.82555 5.26181 0.50404 0.388
H -1.06324 5.06917 0.42853 0.227
H -1.83163 5.88243 1.81183 0.358
H -0.74760 0.84363 2.67985 0.347
H -1.94454 -0.43725 2.88434 0.342
H -2.32262 1.15177 3.47301 0.216
H -0.94752 -0.00376 0.16724 0.347
H -2.56412 0.12338 -0.55772 0.293
H -2.27728 -1.05088 0.71311 0.523
H -3.78844 3.22392 3.78570 0.262
H -5.47035 3.26640 3.28718 0.401
H -4.37625 4.45988 2.63538 0.256
H -5.21217 0.79171 2.31023 0.310
H -5.00937 1.06528 0.57327 0.286
H -6.15601 2.04564 1.46867 0.450
O 0.35352 -2.93397 -1.22826 -0.919
P -0.54417 -4.17279 -0.98941 0.848
N 0.76537 -5.26318 -1.15586 0.278
C 1.45552 -5.49134 -2.40978 -1.126
C 1.75739 -5.12335 -0.08497 -1.189
N -1.44778 -3.96293 -2.41670 0.270
C -1.25812 -4.68452 -3.65663 -1.118
C -1.88002 -2.59394 -2.70338 -0.783
N -1.57612 -5.59689 -0.71484 0.103
C -1.18353 -6.98731 -0.59497 -0.891
C -3.00309 -5.38683 -0.51728 -1.078
H 2.32006 -6.15389 -2.28052 0.378
H 1.81094 -4.55632 -2.85108 0.291
H 0.82476 -6.01800 -3.12575 0.301
H 1.25919 -5.04565 0.88702 0.370
H 2.38182 -4.23335 -0.22132 0.328
H 2.40912 -6.00226 -0.03271 0.353
H -0.34224 -4.37701 -4.16874 0.345
H -2.09275 -4.51408 -4.34779 0.375
H -1.24710 -5.76475 -3.49037 0.233
H -1.08964 -2.01730 -3.19694 0.316
H -2.15772 -2.07635 -1.77889 0.036
H -2.76971 -2.58188 -3.34289 0.366
H -0.84071 -7.38604 -1.55480 0.257
H -2.01369 -7.62768 -0.27226 0.397
H -0.39979 -7.12070 0.15738 0.263
H -3.56694 -5.75598 -1.38101 0.303
H -3.23835 -4.32488 -0.39258 0.251
H -3.36619 -5.89317 0.38316 0.459
```



Record 5
The following is a DFT calculation (ωB97M-V with the def2-TZVPD basis set) of the ion C5H10NOS with charge -1.

Structure (SMILES): CCC(=O)NCC[S-]
Net charge: -1
LUMO level: 3.42 eV
Energy above the lowest of the compared OMol25 structures with the same formula, charge and spin: 34.03 kcal per mole
Total energy: -19720.0696 eV
Kohn-Sham gap: 5.9 eV

Structure (XYZ):
```
18
Properties=species:S:1:pos:R:3:nbo_charge:R:1
O -1.10562 -1.72447 1.26925 -0.653
C -0.43377 -0.90431 0.71999 0.685
N -0.58449 0.38336 1.19269 -0.620
C 0.11632 1.52860 0.62101 -0.269
C -0.57373 2.32229 -0.33613 -0.561
S 0.24713 4.03992 -0.32510 -0.761
C 0.56531 -1.22022 -0.34688 -0.524
C 0.31821 -2.62195 -0.89214 -0.636
H -1.06124 0.57235 2.04244 0.394
H 1.08982 1.19443 0.03665 0.190
H 0.59335 2.14334 1.48431 0.224
H -1.59744 2.62697 -0.06667 0.195
H -0.72358 2.14492 -1.44508 0.211
H 1.48504 -1.25593 0.26898 0.226
H 0.82207 -0.51306 -1.16675 0.243
H -0.52244 -3.04005 -0.20741 0.259
H 1.29679 -3.17220 -0.87915 0.197
H 0.06825 -2.50398 -1.97000 0.199
```